[1]
Entry from OMol25: the ion C3H4N3 with charge +1 at a distorted geometry (ωB97M-V/def2-TZVPD).

Bonds (Å) are listed after each position.
Positions of all 10 atoms, in Å:
1 H -2.58 -0.33 0.01  N7 0.990
2 N 0.63 -0.76 -0.06  C6 1.247, C8 1.307
3 H 3.57 0.97 0.14  N9 0.994
4 H -0.77 -2.13 0.28  C8 1.083
5 C -1.14 1.10 -0.08  N7 1.318, H10 1.079
6 C 1.65 -0.04 -0.10  N2 1.247, N9 1.192
7 N -1.62 -0.13 -0.12  H1 0.990, C5 1.318, C8 1.378
8 C -0.64 -1.09 0.00  N2 1.307, H4 1.083, N7 1.378
9 N 2.71 0.48 -0.03  H3 0.994, C6 1.192
10 H -1.81 1.94 -0.04  C5 1.079

Computed properties:
E_HOMO: -0.495 Eh
Gap between HOMO and LUMO: 0.26221 Ha
Total charge: +1
Strongest force on any atom: 4.63 eV/Å

=====

[2]
Entry from OMol25: the ion C3H4N3O2 with charge -1 at a distorted geometry (ωB97M-V/def2-TZVPD).

Bonds (Å) are listed after each position.
Positions of all 12 atoms, in Å:
1 O 0.21 -0.26 2.85  C8 1.267
2 H -2.20 -0.14 2.22  N4 1.003
3 H 1.33 1.06 -0.39  N7 1.079
4 N -1.61 -0.14 1.41  H2 1.003, C5 1.464, C8 1.423
5 C -2.05 -0.18 0.02  N4 1.464, O6 1.187, N12 1.343
6 O -3.18 -0.06 -0.31  C5 1.187
7 N 1.59 0.07 -0.04  H3 1.079, C10 1.398, H11 1.047
8 C -0.21 -0.20 1.65  O1 1.267, N4 1.423, C10 1.435
9 H -0.92 -0.04 -1.71  N12 0.989
10 C 0.40 -0.52 0.39  N7 1.398, C8 1.435, N12 1.782
11 H 1.79 -0.47 -0.92  N7 1.047
12 N -0.93 -0.12 -0.73  C5 1.343, H9 0.989, C10 1.782

Computed properties:
E_HOMO: -0.104 Eh
Gap between HOMO and LUMO: 0.25516 Ha
Total charge: -1
Strongest force on any atom: 4.26 eV/Å
Structure (SMILES): Nc1[nH]c(=O)[nH]c1[O-]

=====

[3]
Entry from OMol25: an isolated molecule of C3H4N4 at a distorted geometry (ωB97M-V/def2-TZVPD).

Bonds (Å) are listed after each position.
Positions of all 11 atoms, in Å:
1 N -0.94 1.90 -1.10  N7 1.141
2 C 0.03 -0.36 0.77  C4 1.314, N10 1.244
3 H 1.48 -1.63 -1.00  N9 1.012
4 C -0.32 -1.24 -0.14  C2 1.314, H6 1.087, N9 1.417
5 H 0.32 2.77 1.70  C11 1.078
6 H -1.33 -1.64 -0.10  C4 1.087
7 N -0.46 2.06 -0.08  N1 1.141, C11 1.302
8 H 0.28 -2.67 -1.45  N9 1.010
9 N 0.50 -1.71 -1.19  H3 1.012, C4 1.417, H8 1.010
10 N 0.33 0.59 1.51  C2 1.244, C11 1.408
11 C 0.11 1.92 1.08  H5 1.078, N7 1.302, N10 1.408

Computed properties:
E_HOMO: -0.298 Eh
Gap between HOMO and LUMO: 0.32191 Ha
Strongest force on any atom: 1.24 eV/Å

=====

[4]
Entry from OMol25: an isolated molecule of C3H4N4 at a distorted geometry (ωB97M-V/def2-TZVPD).

Bonds (Å) are listed after each position.
Positions of all 11 atoms, in Å:
1 H -2.85 -0.39 0.07  C2 1.082
2 C -1.78 -0.27 -0.01  H1 1.082, N4 1.316, C11 1.401
3 N 2.16 -0.12 -0.07  H5 1.029, H8 1.007, C9 1.356
4 N -1.07 -1.38 -0.05  C2 1.316, N6 1.306
5 H 2.56 -1.06 0.08  N3 1.029
6 N 0.23 -1.33 -0.05  N4 1.306, C9 1.328
7 H -1.72 1.92 -0.05  C11 1.105
8 H 2.63 0.71 0.22  N3 1.007
9 C 0.80 -0.12 -0.06  N3 1.356, N6 1.328, N10 1.346
10 N 0.18 1.07 -0.05  C9 1.346, C11 1.324
11 C -1.14 0.98 -0.05  C2 1.401, H7 1.105, N10 1.324

Computed properties:
E_HOMO: -0.340 Eh
Gap between HOMO and LUMO: 0.34846 Ha
Strongest force on any atom: 1.07 eV/Å
Structure (SMILES): Nc1nccnn1

=====

[5]
Entry from OMol25: an isolated molecule of C3H4N4 at a distorted geometry (ωB97M-V/def2-TZVPD).

Bonds (Å) are listed after each position.
Positions of all 11 atoms, in Å:
1 C 1.08 -0.40 0.83  C2 1.420, H3 1.210, N7 1.311
2 C 0.93 -1.02 -0.44  C1 1.420, H5 1.023, N10 1.348
3 H 1.96 -0.86 1.51  C1 1.210
4 C -0.88 1.09 -0.42  H6 1.079, N8 1.268, N9 1.495
5 H 1.53 -1.66 -0.97  C2 1.023
6 H -1.40 2.00 -0.68  C4 1.079
7 N 0.15 0.27 1.47  C1 1.311, N8 1.329, H11 1.134
8 N -0.26 1.24 0.67  C4 1.268, N7 1.329
9 N -1.11 -0.19 -1.17  C4 1.495, N10 1.300
10 N -0.11 -1.01 -1.30  C2 1.348, N9 1.300
11 H 0.45 0.33 2.57  N7 1.134

Computed properties:
E_HOMO: -0.298 Eh
Gap between HOMO and LUMO: 0.27017 Ha
Strongest force on any atom: 7.21 eV/Å
Structure (SMILES): C1=CNN=CN=N1

=====

[6]
Entry from OMol25: an isolated molecule of C3H4N4 at a distorted geometry (ωB97M-V/def2-TZVPD).

Bonds (Å) are listed after each position.
Positions of all 11 atoms, in Å:
1 N 1.79 1.47 -1.78  N7 1.127, C11 1.341
2 N 0.60 0.21 -0.45  C10 1.275, C11 1.329
3 H -3.03 -0.26 1.78  N8 1.010
4 H 0.15 -1.48 0.74  C10 1.112
5 H -1.85 -1.51 1.84  N8 1.023
6 H 2.63 -0.31 -1.24  C11 1.087
7 N 1.72 2.47 -2.30  N1 1.127
8 N -2.13 -0.59 1.48  H3 1.010, H5 1.023, C9 1.317
9 C -1.41 0.16 0.67  N8 1.317, C10 1.482
10 C -0.12 -0.48 0.33  N2 1.275, H4 1.112, C9 1.482
11 C 1.75 0.31 -1.12  N1 1.341, N2 1.329, H6 1.087

Computed properties:
E_HOMO: -0.295 Eh
Gap between HOMO and LUMO: 0.30503 Ha
Strongest force on any atom: 1.60 eV/Å

=====

[7]
Entry from OMol25: an isolated molecule of C3H4N4 at a distorted geometry (ωB97M-V/def2-TZVPD).

Bonds (Å) are listed after each position.
Positions of all 11 atoms, in Å:
1 H 1.68 1.93 0.10  C8 1.095
2 N -0.94 -0.12 -0.04  N3 1.260, C10 1.449, N11 1.337
3 N -2.20 -0.07 0.05  N2 1.260, H5 0.989
4 H -0.77 2.01 -0.09  C10 1.136
5 H -2.78 -0.86 0.10  N3 0.989
6 C 1.01 -1.25 -0.01  N7 1.301, H9 1.011, N11 1.305
7 N 1.81 -0.22 0.05  C6 1.301, C8 1.312
8 C 1.21 0.95 0.00  H1 1.095, N7 1.312, C10 1.341
9 H 1.40 -2.18 -0.10  C6 1.011
10 C -0.12 1.08 -0.04  N2 1.449, H4 1.136, C8 1.341
11 N -0.29 -1.28 -0.03  N2 1.337, C6 1.305

Computed properties:
E_HOMO: -0.324 Eh
Gap between HOMO and LUMO: 0.32918 Ha
Strongest force on any atom: 4.04 eV/Å

=====

[8]
Entry from OMol25: an isolated molecule of C3H4N4 at a distorted geometry (ωB97M-V/def2-TZVPD).

Bonds (Å) are listed after each position.
Positions of all 11 atoms, in Å:
1 N -2.07 0.12 0.66  C3 1.283, H6 0.967
2 H 0.49 -1.53 -0.55  N5 1.078
3 C -1.40 -0.63 -0.15  N1 1.283, N5 1.378, H11 1.126
4 C 0.85 0.40 -0.02  N5 1.380, N8 1.322, C10 1.378
5 N -0.03 -0.64 -0.25  H2 1.078, C3 1.378, C4 1.380
6 H -1.58 0.82 1.11  N1 0.967
7 H -0.31 1.77 -0.40  N8 1.024
8 N 0.70 1.70 -0.21  C4 1.322, H7 1.024
9 N 3.19 -0.54 0.39  C10 1.177
10 C 2.12 -0.09 0.18  C4 1.378, N9 1.177
11 H -1.96 -1.38 -0.77  C3 1.126

Computed properties:
E_HOMO: -0.376 Eh
Gap between HOMO and LUMO: 0.35611 Ha
Strongest force on any atom: 6.73 eV/Å
Structure (SMILES): [H]/N=C\N/C(C#N)=N\[H]

=====

[9]
Entry from OMol25: an isolated molecule of C3H4N4 at a distorted geometry (ωB97M-V/def2-TZVPD).

Bonds (Å) are listed after each position.
Positions of all 11 atoms, in Å:
1 C -1.93 -1.48 0.31  H3 1.066, C7 1.203
2 N 0.70 0.68 0.74  N4 1.262, N9 1.347
3 H -2.90 -1.74 0.66  C1 1.066
4 N 0.86 0.50 -0.49  N2 1.262, C10 1.360
5 H 1.78 -1.16 -1.94  N8 1.025
6 H 0.24 2.20 1.91  N9 1.016
7 C -0.83 -1.18 -0.08  C1 1.203, C10 1.472
8 N 0.94 -1.60 -1.55  H5 1.025, C10 1.282
9 N 0.61 2.01 0.99  N2 1.347, H6 1.016, H11 1.016
10 C 0.38 -0.74 -0.79  N4 1.360, C7 1.472, N8 1.282
11 H 0.15 2.51 0.23  N9 1.016

Computed properties:
E_HOMO (spin up / spin down): -0.344 / -0.344 Eh
Gap between HOMO and LUMO (spin up / spin down): 0.32941 / 0.32944 Ha
Strongest force on any atom: 4.38 eV/Å
Structure (SMILES): [H]/N=C(C#C)\N=N\N

=====

[10]
Entry from OMol25: an isolated molecule of C3H4N4 at a distorted geometry (ωB97M-V/def2-TZVPD).

Bonds (Å) are listed after each position.
Positions of all 11 atoms, in Å:
1 H 1.30 1.95 -1.07  C2 1.113
2 C 0.62 1.61 -0.26  H1 1.113, N8 1.306, N11 1.468
3 H 0.66 -1.20 -2.21  C9 1.137
4 N -0.92 -1.58 0.63  C5 1.459, N6 1.314
5 C -0.26 -0.31 0.88  N4 1.459, H7 1.235, N11 1.356
6 N -0.56 -1.80 -0.62  N4 1.314, C9 1.307
7 H -0.81 0.47 1.66  C5 1.235
8 N 0.41 2.48 0.69  C2 1.306, H10 1.178
9 C 0.27 -0.96 -1.17  H3 1.137, N6 1.307, N11 1.467
10 H 0.11 1.81 1.61  N8 1.178
11 N 0.36 0.17 -0.23  C2 1.468, C5 1.356, C9 1.467

Computed properties:
E_HOMO: -0.357 Eh
Gap between HOMO and LUMO: 0.34139 Ha
Strongest force on any atom: 6.14 eV/Å
Structure (SMILES): [H]/N=C\n1cnnc1

=====

[11]
Entry from OMol25: an isolated molecule of C3H4N4 at a distorted geometry (ωB97M-V/def2-TZVPD).

Bonds (Å) are listed after each position.
Positions of all 11 atoms, in Å:
1 C -0.18 0.60 0.70  N2 1.520, C6 1.567, C10 1.386, H11 1.097
2 N -1.18 -0.02 1.66  C1 1.520, C6 1.330
3 N -0.31 -1.23 -0.83  N9 1.251, C10 1.442
4 H 2.05 -0.80 -1.30  N8 1.009
5 H 2.43 0.23 0.02  N8 1.009
6 C -1.62 0.06 0.40  C1 1.567, N2 1.330, H7 1.094, N9 1.462
7 H -1.99 0.91 -0.18  C6 1.094
8 N 1.74 -0.09 -0.65  H4 1.009, H5 1.009, C10 1.332
9 N -1.50 -1.13 -0.45  N3 1.251, C6 1.462
10 C 0.48 -0.19 -0.23  C1 1.386, N3 1.442, N8 1.332
11 H 0.08 1.66 0.85  C1 1.097

Computed properties:
E_HOMO (spin up / spin down): -0.291 / -0.291 Eh
Gap between HOMO and LUMO (spin up / spin down): 0.25990 / 0.25992 Ha
Strongest force on any atom: 1.27 eV/Å

=====

[12]
Entry from OMol25: an isolated molecule of C3H4N4O at a distorted geometry (ωB97M-V/def2-TZVPD).

Bonds (Å) are listed after each position.
Positions of all 12 atoms, in Å:
1 N 0.88 0.80 0.08  H7 1.021, C8 1.380, C9 1.384
2 O -1.29 0.12 0.24  C4 1.402, C9 1.333
3 N -1.67 -2.00 -0.48  C4 1.239, H12 1.025
4 C -0.83 -1.17 -0.10  O2 1.402, N3 1.239, N5 1.422
5 N 0.54 -1.50 0.09  C4 1.422, C8 1.264
6 H -0.29 2.99 -0.14  N10 0.977
7 H 1.64 1.42 0.35  N1 1.021
8 C 1.27 -0.50 0.35  N1 1.380, N5 1.264, H11 1.075
9 C -0.46 1.14 0.01  N1 1.384, O2 1.333, N10 1.231
10 N -0.94 2.26 -0.12  H6 0.977, C9 1.231
11 H 2.32 -0.71 0.46  C8 1.075
12 H -1.17 -2.86 -0.73  N3 1.025

Computed properties:
E_HOMO: -0.367 Eh
Gap between HOMO and LUMO: 0.37466 Ha
Strongest force on any atom: 2.76 eV/Å
Structure (SMILES): [H]/N=c1\nc[nH]/c(=N\[H])o1

=====

- Among the records above, which one has the lowest strongest force on any atom?
  number 4